i:
{"formula": "C3H7ClN2", "method": "wB97M-V/def2-TZVPD", "symbols": ["C", "C", "C", "H", "H", "H", "H", "H", "H", "H", "N", "N", "Cl"], "positions_angstrom": [[0.187, 0.080, 1.684], [-0.445, -0.192, 0.380], [0.786, -0.544, -0.481], [1.122, 0.905, 1.754], [-0.303, 0.561, 2.668], [0.662, -0.928, 1.934], [-1.209, -0.855, 0.564], [2.088, -1.711, -1.162], [1.301, -2.363, 0.379], [0.761, 0.928, -1.542], [1.574, -1.616, -0.311], [1.222, 0.071, -1.580], [-1.598, 1.071, -0.051]], "nbo_charge": [-0.6370, -0.2984, 0.4316, 0.2313, 0.2500, 0.2131, 0.2422, 0.4300, 0.3866, 0.3283, -0.8139, -0.7303, -0.0335], "homo_ha": -0.33000, "smiles": "[H]/N=C(/N)[C@@H](C)Cl", "charge": 0, "lumo_energy_ev": 0.75}

***

ii:
{"formula": "C3H7ClN2", "method": "wB97M-V/def2-TZVPD", "symbols": ["C", "C", "C", "N", "N", "Cl", "H", "H", "H", "H", "H", "H", "H"], "positions_angstrom": [[0.138, 0.527, -0.454], [-0.901, 0.122, 0.636], [1.553, 0.711, -0.191], [-0.230, -1.651, -0.684], [-0.610, -1.247, 0.726], [-2.545, 0.556, -0.026], [-0.148, 1.111, -1.259], [-0.635, 0.812, 1.492], [2.034, 0.690, -1.165], [1.921, -0.017, 0.405], [1.735, 1.679, 0.307], [-1.113, -1.482, -1.206], [-1.200, -1.811, 1.418]], "nbo_charge": [0.1250, -0.0836, -0.6828, -0.4736, -0.5314, -0.1361, 0.1869, 0.2079, 0.2360, 0.2347, 0.2318, 0.3053, 0.3799], "homo_ha": [-0.33075, -0.32965], "charge": 0, "lumo_energy_ev": [-0.08, -0.11]}

***

Most stable: i

***

i:
{"formula": "C5H10O2", "method": "wB97M-V/def2-TZVPD", "symbols": ["C", "O", "C", "C", "C", "C", "O", "H", "H", "H", "H", "H", "H", "H", "H", "H", "H"], "positions_angstrom": [[-1.206, 1.657, 0.586], [-2.248, 1.439, 1.557], [-1.012, 0.720, -0.607], [-0.548, -0.632, -0.072], [0.979, -0.810, 0.299], [1.767, -1.549, -0.837], [2.913, -1.197, -1.124], [-1.222, 2.797, 0.090], [-0.431, 1.413, 1.205], [-3.054, 1.807, 1.196], [-1.895, 0.480, -1.186], [-0.351, 1.228, -1.415], [-1.276, -1.047, 0.713], [-0.560, -1.468, -0.905], [1.292, 0.323, 0.566], [1.075, -1.282, 1.283], [1.220, -2.499, -1.217]], "nbo_charge": [-0.0563, -0.7329, -0.4759, -0.4579, -0.4795, 0.0436, -0.7515, 0.1224, 0.1861, 0.4497, 0.1969, 0.2142, 0.1848, 0.1988, 0.1490, 0.1594, 0.0492], "homo_ha": [0.02674, -0.12070], "charge": -1, "spin_multiplicity": 2, "lumo_energy_ev": [3.40, 3.27]}

***

ii:
{"formula": "C5H10O2", "method": "wB97M-V/def2-TZVPD", "symbols": ["C", "C", "C", "C", "O", "C", "H", "H", "H", "H", "H", "H", "H", "H", "H", "H", "O"], "positions_angstrom": [[-1.422, -1.443, -1.907], [-0.671, -0.717, -1.031], [0.774, -0.514, -1.168], [1.249, 0.152, -0.021], [0.629, 0.000, 1.247], [2.099, 1.388, -0.118], [-2.310, -2.085, -1.505], [-1.245, -1.462, -2.966], [-1.298, -0.080, -0.265], [1.179, -1.129, -1.998], [-0.228, 0.409, 1.104], [2.856, 1.287, -0.937], [2.630, 1.302, 0.918], [1.495, 2.315, -0.403], [-2.155, -0.245, 2.273], [-2.043, 1.084, 2.961], [-2.011, 0.676, 2.039]], "nbo_charge": [-0.7011, -0.2313, -0.4813, 0.1808, -0.7673, -0.6819, 0.1433, 0.1640, 0.1462, 0.1986, 0.4729, 0.1946, 0.1959, 0.1610, 0.4739, 0.4606, -0.9289], "homo_ha": [-0.00925, -0.05476], "charge": -1, "spin_multiplicity": 2, "lumo_energy_ev": [3.25, 3.20]}

***

Most stable: i

***

i:
{"formula": "C2H6O3P", "method": "wB97M-V/def2-TZVPD", "symbols": ["C", "C", "O", "O", "O", "P", "H", "H", "H", "H", "H", "H"], "positions_angstrom": [[-1.193, -1.292, 0.203], [0.374, 1.550, -0.206], [2.260, -0.187, -1.129], [1.455, -0.563, 1.270], [-0.287, -0.867, -0.734], [1.195, -0.042, -0.096], [-1.893, -0.416, 0.307], [-0.908, -1.526, 1.199], [-1.645, -2.211, -0.134], [-0.256, 1.620, 0.629], [1.155, 2.362, -0.183], [-0.258, 1.572, -1.127]], "nbo_charge": [-0.2354, -1.0490, -1.1670, -1.1723, -0.8377, 2.3384, 0.1253, 0.1771, 0.1489, 0.2160, 0.2180, 0.2377], "homo_ha": -0.18092, "smiles": "CO[P@](C)(=O)[O-]", "charge": -1, "lumo_energy_ev": 4.23}

***

ii:
{"formula": "C2H6O3P", "method": "wB97M-V/def2-TZVPD", "symbols": ["C", "C", "O", "O", "O", "P", "H", "H", "H", "H", "H", "H"], "positions_angstrom": [[1.429, 1.223, 0.623], [-0.660, -1.661, -0.571], [-2.711, 0.004, 0.121], [0.685, 1.820, -0.331], [-0.639, 0.981, -0.567], [-1.302, -0.186, 0.470], [1.283, 1.602, 1.683], [2.439, 1.578, 0.468], [1.176, 0.159, 0.557], [-1.648, -2.082, -0.836], [0.117, -2.170, -0.062], [-0.170, -1.269, -1.555]], "nbo_charge": [-0.2597, -1.0527, -1.1755, -0.3108, -0.5843, 1.2629, 0.1343, 0.1607, 0.1915, 0.2306, 0.1976, 0.2055], "homo_ha": -0.09514, "smiles": "COOP(C)[O-]", "charge": -1, "lumo_energy_ev": 4.11}

***

Most stable: i

***

i:
{"formula": "BrH2NO2S", "method": "wB97M-V/def2-TZVPD", "symbols": ["N", "O", "O", "S", "Br", "H", "H"], "positions_angstrom": [[0.904, 0.485, 0.039], [0.053, -1.568, 1.240], [-0.242, -1.397, -1.266], [-0.201, -0.788, 0.071], [-2.993, 1.196, -0.064], [1.353, 0.898, 0.820], [1.126, 1.173, -0.839]], "nbo_charge": [-1.0843, -0.8417, -0.8310, 2.0135, -0.1123, 0.4158, 0.4401], "homo_ha": [-0.40996, -0.36785], "charge": 0, "lumo_energy_ev": [-2.41, -3.57]}

***

ii:
{"formula": "BrH2NO2S", "method": "wB97M-V/def2-TZVPD", "symbols": ["N", "O", "O", "S", "Br", "H", "H"], "positions_angstrom": [[-0.122, 0.246, 0.054], [-2.498, 1.825, 0.996], [-1.162, 0.631, 2.741], [-1.661, 0.766, 1.419], [-2.736, -1.166, 0.949], [-0.501, -0.411, -0.604], [0.571, -0.151, 0.665]], "nbo_charge": [-0.9032, -0.8337, -0.8553, 2.0425, -0.1890, 0.3715, 0.3671], "homo_ha": [-0.38963, -0.38965], "smiles": "NS(=O)(=O)Br", "charge": 0, "lumo_energy_ev": [-1.49, -1.49]}

***

Most stable: ii